1.
Here is a structure of composition C11H44BeN22O11 at a distorted geometry from OMol25. Energies are from the ωB97M-V functional and the def2-TZVPD basis.

Properties
E_tot: -67821.4394 eV
Spin multiplicity: 1
ΔE to the lowest compared entry with this formula, charge and spin: 52.3 kJ/mol
Net charge: +2
Frontier orbital gap: 9.34 eV

Structure (XYZ):
```
89
Properties=species:S:1:pos:R:3:mulliken_charge:R:1
Be -0.057 0.410 0.461 2.0193
C 2.198 2.825 -1.060 0.6214
O 1.153 2.368 -0.606 -0.3845
N 2.481 4.126 -1.030 -0.4560
N 3.189 2.166 -1.496 -0.4065
H 3.423 4.477 -1.128 0.1391
H 1.724 4.741 -0.766 0.2395
H 3.030 1.169 -1.525 0.1412
H 4.089 2.590 -1.669 0.1817
C -2.387 2.816 0.622 0.1264
O -1.513 2.261 0.096 0.2970
N -2.662 4.054 0.418 -0.3809
N -3.359 2.252 1.354 -0.4103
H -3.477 4.420 0.888 0.1424
H -2.102 4.587 -0.232 0.2567
H -4.021 2.812 1.872 0.2128
H -3.111 1.281 1.475 -0.0427
C 3.447 -2.604 -2.484 0.5993
O 3.555 -1.564 -1.798 -0.5984
N 3.605 -2.540 -3.758 -0.4911
N 3.084 -3.805 -1.985 -0.3267
H 4.107 -1.730 -4.092 0.2714
H 3.476 -3.428 -4.221 0.1376
H 2.962 -3.992 -1.000 0.2211
H 3.151 -4.549 -2.665 0.1521
C -1.007 4.301 -4.241 0.6386
O -0.099 4.195 -5.064 -0.6678
N -0.896 3.954 -2.951 -0.2033
N -2.202 4.701 -4.592 -0.4374
H 0.012 3.703 -2.585 0.0821
H -1.658 4.111 -2.308 -0.0378
H -2.348 4.694 -5.592 0.2593
H -3.058 4.725 -4.057 0.1711
C -0.034 -3.164 3.912 0.5671
O 0.952 -2.608 3.576 -0.5674
N -0.623 -4.074 3.193 -0.2934
N -0.658 -2.983 5.034 -0.4005
H -0.226 -4.141 2.267 0.1873
H -1.503 -4.475 3.483 0.1779
H -1.593 -3.344 5.159 0.1496
H -0.211 -2.339 5.671 0.2306
C 3.184 -0.528 1.834 0.3496
O 2.118 -0.065 1.452 -0.3791
N 3.993 -1.436 1.222 -0.4053
N 3.546 -0.361 3.042 -0.2783
H 4.959 -1.679 1.391 0.2127
H 3.631 -1.600 0.294 0.0703
H 4.394 -0.854 3.280 0.1530
H 2.968 0.214 3.638 0.2417
C -2.771 -1.187 2.242 0.0755
O -1.785 -0.570 1.869 0.2344
N -3.411 -1.951 1.468 -0.3343
N -3.322 -1.137 3.405 -0.4421
H -3.992 -2.649 1.911 0.1681
H -3.020 -1.958 0.537 0.1241
H -2.712 -0.539 3.944 0.2982
H -3.795 -1.869 3.913 0.2226
C -3.508 -0.025 -1.548 0.4417
O -2.458 -0.228 -0.921 -0.5391
N -3.569 0.353 -2.823 -0.3692
N -4.702 -0.097 -1.049 -0.4083
H -2.812 0.720 -3.382 0.1342
H -4.496 0.291 -3.219 0.1200
H -5.459 -0.284 -1.692 0.1966
H -4.680 -0.480 -0.115 0.2578
C 0.872 1.754 3.643 0.5748
O 0.092 1.570 2.709 -0.4229
N 1.153 0.765 4.459 -0.6210
N 1.447 2.863 3.985 -0.4079
H 1.412 1.086 5.381 0.1423
H 0.801 -0.169 4.299 0.1179
H 1.355 3.681 3.400 0.2417
H 2.086 2.877 4.767 0.1504
C 0.350 -3.161 0.156 -0.2563
O -0.041 -2.093 0.628 0.0368
N -0.234 -3.750 -0.779 -0.1523
N 1.439 -3.782 0.580 -0.4377
H -1.045 -3.449 -1.301 0.2184
H 0.341 -4.509 -1.115 0.1813
H 1.960 -3.392 1.352 0.1441
H 1.757 -4.638 0.148 0.2218
C 0.320 -0.062 -3.154 0.4323
O 0.418 0.004 -1.931 -0.0954
N -0.364 0.757 -3.858 -0.2598
N 1.000 -0.898 -3.941 -0.4317
H -0.375 0.582 -4.853 0.1520
H -0.728 1.581 -3.401 -0.1107
H 1.740 -1.449 -3.529 0.0909
H 1.111 -0.651 -4.914 0.2281
```

---

2.
Here is a cluster of 11 separate species, C11H44N10O11 in total at a distorted geometry from OMol25. Energies are from the ωB97M-V functional and the def2-TZVPD basis.

Properties
E_tot: -49547.1486 eV
Spin multiplicity: 1
ΔE to the lowest compared entry with this formula, charge and spin: 88.3 kJ/mol
Net charge: 0
Frontier orbital gap: 9.44 eV

Structure (XYZ):
```
76
Properties=species:S:1:pos:R:3:mulliken_charge:R:1
C -0.110 1.610 -3.424 0.5817
O -0.978 2.456 -3.453 -0.6695
N -0.180 0.432 -2.735 -0.0761
N 1.165 1.837 -4.014 -0.5293
H -1.075 0.283 -2.305 0.0063
H 0.567 -0.268 -2.643 0.0737
H 1.320 1.000 -4.618 0.2619
H 1.301 2.760 -4.410 0.2043
C -1.226 -1.284 4.110 0.6491
O -2.227 -1.072 3.456 -0.7421
N -0.314 -0.335 4.446 -0.2273
N -0.957 -2.552 4.498 -0.4935
H -0.561 0.602 4.307 0.2646
H 0.421 -0.515 5.084 0.1543
H -0.078 -2.826 4.881 0.1606
H -1.538 -3.267 4.103 0.2429
C -2.111 2.583 2.836 0.5242
O -1.049 2.257 3.360 -0.8104
N -2.438 3.856 2.415 -0.5146
N -3.129 1.623 2.608 -0.2687
H -3.144 3.852 1.684 0.2698
H -1.723 4.496 2.175 0.2981
H -4.084 1.900 2.879 0.2780
H -2.851 0.721 3.070 0.2069
C 3.124 -0.525 -1.462 0.5500
O 2.460 -1.242 -2.213 -0.6719
N 3.418 0.748 -1.777 -0.5315
N 3.581 -0.883 -0.250 -0.3850
H 3.724 1.300 -0.956 0.2750
H 2.716 1.188 -2.382 0.2997
H 3.718 -0.112 0.420 0.3415
H 3.219 -1.741 0.127 0.3103
C 1.060 -4.388 -1.409 0.5215
O 0.389 -5.424 -1.297 -0.7137
N 0.487 -3.291 -0.862 -0.1056
N 2.303 -4.378 -1.963 -0.5110
H 0.715 -2.340 -1.135 0.1221
H -0.489 -3.509 -0.739 0.1903
H 2.368 -5.106 -2.695 0.2808
H 2.520 -3.401 -2.355 0.3049
C 0.523 0.174 0.920 -0.2088
O 1.063 0.954 1.987 -0.3464
H 1.066 -0.725 0.666 -0.1017
H -0.482 -0.124 1.205 0.3116
H 0.434 0.824 0.073 0.2634
H 0.280 1.325 2.475 0.0846
C 4.715 1.648 2.699 -0.7502
O 3.879 1.316 1.540 -0.5794
H 5.058 0.764 3.155 0.3004
H 5.591 2.239 2.314 0.2495
H 4.159 2.283 3.412 0.2930
H 2.933 1.370 1.936 0.3633
C -3.671 -3.490 0.412 -0.6011
O -2.238 -3.649 0.543 -0.4908
H -4.161 -3.950 -0.464 0.2935
H -4.179 -3.780 1.319 0.2922
H -3.701 -2.431 0.303 0.1670
H -2.006 -4.601 0.439 0.2701
C -2.276 -2.858 -4.964 -0.6506
O -1.469 -2.557 -3.844 -0.3894
H -1.643 -2.907 -5.833 0.2480
H -2.811 -3.816 -4.807 0.2142
H -3.107 -2.122 -4.992 0.2778
H -1.441 -1.608 -3.873 0.3016
C 1.787 4.808 0.258 -0.6265
O 0.704 4.231 0.906 -0.3891
H 2.695 4.245 0.387 0.2342
H 1.521 4.797 -0.771 0.2299
H 1.879 5.880 0.454 0.2658
H 0.952 3.733 1.654 0.2836
C -2.641 1.798 -0.818 -0.2811
O -3.378 1.680 -1.995 -0.6088
H -2.127 2.762 -0.768 0.2566
H -3.380 1.859 0.012 0.2595
H -2.053 0.931 -0.617 0.0501
H -2.789 1.950 -2.685 0.3912
```

---

3.
Here is a cluster of 11 separate species, C11H44N14O11 in total at a distorted geometry from OMol25. Energies are from the ωB97M-V functional and the def2-TZVPD basis.

Properties
E_tot: -55501.3825 eV
Spin multiplicity: 1
ΔE to the lowest compared entry with this formula, charge and spin: 950.9 kJ/mol
Net charge: 0
Frontier orbital gap: 8.22 eV

Structure (XYZ):
```
80
Properties=species:S:1:pos:R:3:mulliken_charge:R:1
C 0.779 1.975 2.592 0.4520
O 1.797 1.325 3.270 -0.7910
N -0.476 1.542 2.637 -0.2343
N 0.950 3.038 1.829 0.0103
H -0.758 0.722 3.279 -0.0236
H -1.315 1.972 2.158 0.4302
H 1.901 3.398 1.715 0.2622
H 0.192 3.482 1.403 0.1641
C 1.571 2.125 -2.534 0.3254
O 1.736 3.068 -1.502 -0.7088
N 2.531 1.280 -2.809 -0.4055
N 0.478 2.037 -3.267 -0.0262
H 3.351 1.272 -2.157 0.2827
H 2.615 0.729 -3.701 0.2759
H 0.176 1.452 -3.999 0.1670
H -0.142 2.708 -3.004 0.2767
C -1.159 -0.054 -0.526 0.0711
O -1.504 1.249 -0.966 -0.9245
N -0.612 -0.248 0.593 1.3421
N -1.111 -1.058 -1.320 -0.2101
H -0.390 0.571 1.230 -0.7230
H -0.449 -1.152 1.001 -0.1072
H -1.219 -0.863 -2.328 0.3464
H -1.011 -1.981 -0.839 0.4037
C -1.999 -1.090 3.468 0.3879
O -1.471 -1.955 2.532 -0.6096
N -3.301 -0.964 3.692 -0.4421
N -1.268 -0.498 4.320 -0.5714
H -3.833 -1.513 3.031 0.2571
H -3.815 -0.474 4.491 0.2212
H -0.327 -0.876 4.413 0.2957
H -1.465 -0.067 5.246 0.2341
C 2.330 -1.946 -1.859 0.1032
O 3.622 -1.674 -2.299 -0.8015
N 1.450 -0.998 -1.895 0.4937
N 1.958 -3.145 -1.488 -0.4194
H 1.793 -0.051 -2.211 -0.2181
H 0.497 -1.022 -1.383 0.1492
H 2.617 -3.922 -1.344 0.3740
H 0.946 -3.382 -1.381 0.3979
C -2.439 3.745 1.540 0.7158
O -1.299 4.411 1.022 -0.8111
N -2.606 2.533 1.157 -0.3210
N -3.322 4.196 2.395 -0.4160
H -2.035 2.153 0.310 0.1037
H -3.297 1.910 1.429 0.1592
H -3.130 5.182 2.713 0.3118
H -4.147 3.771 2.769 0.1734
C 1.788 -4.079 1.884 0.4409
O 2.024 -4.185 3.236 -0.7900
N 1.384 -5.097 1.196 -0.2244
N 1.895 -3.001 1.261 0.2778
H 1.195 -5.980 1.651 0.2393
H 1.436 -5.186 0.148 0.2129
H 2.356 -2.228 1.747 0.1089
H 1.978 -3.039 0.213 0.1926
C -1.749 -4.010 0.044 -0.9660
O -0.499 -3.545 -0.293 -0.5868
H -1.610 -4.877 0.646 0.4463
H -2.221 -4.244 -0.893 0.2599
H -2.359 -3.289 0.468 0.1989
H 0.070 -3.720 0.446 0.0174
C 3.031 -0.145 0.932 -0.3176
O 3.297 -0.873 2.127 -0.7074
H 3.359 -0.813 0.128 0.4916
H 3.628 0.754 0.917 0.5374
H 2.079 0.200 0.936 -0.3620
H 3.483 -0.185 2.848 0.3483
C -1.595 5.304 -2.175 -0.6938
O -1.299 3.940 -2.275 -0.4650
H -0.910 5.907 -1.635 0.3291
H -2.537 5.460 -1.622 0.2155
H -1.698 5.774 -3.188 0.2801
H -1.138 3.729 -1.332 0.1561
C 0.156 -0.934 -5.506 -0.8301
O -0.215 -0.796 -4.122 -0.5822
H 0.736 -1.800 -5.838 0.3038
H 0.756 -0.082 -5.690 0.3365
H -0.727 -0.821 -6.182 0.2788
H 0.514 -1.057 -3.499 0.4299
```

---

4.
Here is a cluster of 11 separate species, C11H44N22O11 in total at a distorted geometry from OMol25. Energies are from the ωB97M-V functional and the def2-TZVPD basis.

Properties
E_tot: -67430.7085 eV
Spin multiplicity: 1
ΔE to the lowest compared entry with this formula, charge and spin: 770.5 kJ/mol
Net charge: 0
Frontier orbital gap: 8.70 eV

Structure (XYZ):
```
88
Properties=species:S:1:pos:R:3:mulliken_charge:R:1
C 13.458 -9.635 -0.076 0.5764
O 13.440 -9.371 1.094 -0.5343
N 14.164 -10.496 -0.589 -0.2853
N 12.987 -8.914 -1.079 -0.3580
H 14.325 -10.560 -1.584 0.2024
H 14.462 -11.285 -0.033 0.0562
H 12.570 -8.015 -0.887 0.2215
H 13.059 -9.387 -1.969 0.1399
C 13.712 -13.351 1.650 0.5840
O 14.864 -13.180 1.243 -0.7503
N 12.943 -14.408 1.410 -0.4946
N 13.182 -12.442 2.413 0.0975
H 12.114 -14.616 1.949 0.2017
H 13.378 -15.099 0.816 0.2632
H 13.698 -11.605 2.643 0.0098
H 12.196 -12.324 2.597 0.0635
C 15.293 -6.181 9.731 0.6600
O 14.666 -7.156 10.138 -0.6969
N 15.474 -5.043 10.358 -0.4645
N 16.157 -6.283 8.749 -0.3843
H 16.391 -4.623 10.313 0.1896
H 14.855 -4.902 11.144 0.2590
H 16.214 -7.220 8.376 0.2628
H 16.725 -5.504 8.448 0.1662
C 10.143 -10.472 2.298 0.5903
O 10.302 -11.496 1.724 -0.7101
N 8.990 -9.956 2.599 -0.3828
N 11.032 -9.557 2.399 0.0634
H 8.183 -10.560 2.537 0.2343
H 8.918 -8.959 2.739 0.1531
H 11.915 -9.813 1.981 -0.2276
H 10.923 -8.564 2.547 0.2992
C 10.812 -8.307 8.767 0.6538
O 10.091 -8.837 7.890 -0.7409
N 12.053 -8.279 8.708 -0.1012
N 10.361 -7.667 9.848 -0.4219
H 12.265 -8.830 7.889 0.0854
H 12.708 -7.839 9.339 0.1670
H 10.916 -7.201 10.551 0.1575
H 9.375 -7.464 9.929 0.2190
C 16.913 -10.277 8.680 0.5447
O 16.403 -9.223 8.781 -0.5752
N 16.427 -11.326 8.146 -0.2411
N 18.099 -10.614 9.113 -0.5304
H 16.760 -12.245 8.397 0.1768
H 15.465 -11.189 7.868 0.1383
H 18.653 -11.423 8.870 0.1986
H 18.719 -9.839 9.300 0.2175
C 15.588 -14.069 5.283 0.6682
O 15.942 -14.123 6.451 -0.7533
N 15.272 -15.044 4.606 -0.3260
N 15.461 -12.984 4.602 -0.1401
H 14.999 -14.842 3.655 0.2011
H 15.739 -15.812 5.066 0.2328
H 15.783 -12.126 5.027 0.1381
H 15.145 -12.976 3.643 0.0936
C 14.528 -9.307 5.143 0.9670
O 14.995 -10.401 5.247 -0.8564
N 13.955 -8.794 4.126 0.0459
N 14.351 -8.484 6.098 0.2185
H 14.063 -9.362 3.297 -0.3346
H 13.477 -7.907 4.190 0.1862
H 14.737 -8.668 7.013 0.0198
H 13.942 -7.620 5.773 -0.1385
C 12.012 -5.953 2.010 0.5465
O 11.033 -6.490 2.624 -0.7750
N 12.920 -5.165 2.504 -0.2439
N 12.074 -6.080 0.753 -0.3529
H 13.199 -5.257 3.470 0.1555
H 13.479 -4.560 1.920 0.2069
H 12.928 -5.685 0.384 0.1031
H 11.326 -6.388 0.148 0.2870
C 12.478 -5.519 6.232 0.6656
O 12.935 -6.180 5.341 -0.8319
N 11.270 -4.987 6.212 -0.3616
N 13.212 -5.135 7.295 -0.3402
H 10.657 -5.078 5.414 0.2616
H 10.918 -4.592 7.072 0.1632
H 14.140 -5.448 7.544 0.1273
H 12.749 -4.621 8.030 0.1221
C 16.218 -7.012 0.224 0.6387
O 17.198 -6.347 0.548 -0.7467
N 15.240 -7.211 0.986 0.0170
N 15.959 -7.440 -0.989 -0.3265
H 14.429 -7.785 0.805 -0.0487
H 15.471 -6.881 1.913 0.0722
H 15.141 -8.003 -1.170 0.2928
H 16.409 -7.078 -1.818 0.1917
```